This record from OMol25 describes a molecular structure, C28H70N4O10Zn in a non-equilibrium geometry. The level of theory is ωB97M-V/def2-TZVPD.

The geometry in XYZ format:
```
113
Properties=species:S:1:pos:R:3
Zn 1.509 -3.611 -0.227
C 5.324 1.345 -5.009
C 4.235 1.201 -3.955
O 4.325 2.018 -2.753
H 5.487 0.494 -5.670
H 6.327 1.430 -4.593
H 5.099 2.102 -5.760
H 4.014 0.156 -3.735
H 3.276 1.584 -4.307
C -1.049 1.644 -0.911
C -1.324 0.185 -0.669
O -0.133 -0.590 -0.518
H -0.352 1.760 -1.742
H -0.671 2.197 -0.051
H -1.884 2.266 -1.233
H -1.794 -0.104 -1.609
H -2.055 -0.080 0.095
C -2.425 -5.385 -0.237
O -1.260 -5.126 -0.986
C -1.278 -5.885 -2.312
C -0.149 -5.602 -3.295
N 1.175 -5.441 -2.594
C 1.855 -6.737 -2.267
C 1.979 -7.676 -3.491
O 0.774 -8.270 -3.953
C 1.003 -9.250 -4.885
H -3.206 -4.930 -0.846
H -2.494 -5.110 0.816
H -2.723 -6.433 -0.264
H -2.262 -5.805 -2.773
H -1.244 -6.962 -2.146
H -0.461 -4.774 -3.932
H -0.118 -6.368 -4.071
H 1.685 -5.088 -3.390
H 1.368 -7.329 -1.492
H 2.873 -6.362 -2.170
H 2.681 -8.437 -3.148
H 2.527 -7.082 -4.223
H 1.472 -8.874 -5.794
H 0.023 -9.631 -5.173
H 1.454 -10.207 -4.625
C -0.087 4.254 -7.701
O 0.767 5.368 -7.191
C 2.169 4.991 -7.200
C 3.121 5.938 -6.449
N 2.946 5.828 -5.013
C 1.791 6.460 -4.412
C 1.722 6.391 -2.869
O 2.914 7.177 -2.439
C 2.759 8.516 -2.141
H -0.519 3.651 -6.903
H 0.460 3.601 -8.381
H -1.007 4.707 -8.071
H 2.316 4.833 -8.269
H 2.304 3.990 -6.790
H 3.064 7.021 -6.551
H 4.128 5.640 -6.741
H 2.821 4.828 -4.943
H 0.901 5.966 -4.803
H 1.651 7.517 -4.638
H 1.898 5.363 -2.552
H 0.828 6.767 -2.372
H 2.199 8.681 -1.221
H 2.269 9.051 -2.954
H 3.704 9.047 -2.029
C -7.876 -0.492 1.357
O -7.702 -1.517 2.373
C -7.443 -0.914 3.672
C -5.961 -0.596 3.765
N -5.714 0.054 5.051
C -5.345 -0.882 6.100
C -4.807 -0.104 7.348
O -5.812 0.477 8.192
C -5.387 0.666 9.488
H -7.289 0.422 1.451
H -8.890 -0.098 1.435
H -7.537 -0.892 0.402
H -7.516 -1.604 4.513
H -8.051 -0.101 4.068
H -5.667 0.111 2.989
H -5.359 -1.471 3.522
H -6.486 0.697 5.149
H -4.553 -1.473 5.639
H -6.136 -1.562 6.416
H -4.207 0.662 6.859
H -4.128 -0.742 7.915
H -5.895 0.285 10.374
H -5.282 1.740 9.642
H -4.317 0.489 9.595
C 6.661 -0.177 3.594
O 5.215 0.025 3.922
C 4.706 -0.963 4.812
C 3.264 -0.630 5.231
N 2.306 -0.818 4.121
C 0.968 -0.266 4.268
C 0.669 1.125 4.677
O 1.261 2.167 3.857
C 0.756 3.487 4.074
H 6.810 -0.633 2.615
H 7.299 -0.692 4.312
H 7.201 0.768 3.654
H 5.385 -1.078 5.656
H 4.616 -1.897 4.256
H 3.327 0.383 5.629
H 2.822 -1.364 5.905
H 2.059 -1.773 3.902
H 0.419 -1.023 4.828
H 0.542 -0.440 3.280
H 0.950 1.085 5.730
H -0.419 1.070 4.641
H 1.371 4.220 3.552
H 0.664 3.756 5.126
H -0.190 3.695 3.574
```

charge	0
frontier orbital gap	2.36	eV
LUMO level	-4.46	eV
E	-3858.78403	a.u.